[1]
Below is a molecular structure, CHCrO2, with properties calculated with ωB97M-V with the def2-TZVPD basis set.

```
! RIJCOSX wB97M-V def2-TZVPD def2/J DEFGRID3
* xyz 2 6
O 0.241 0.767 1.320
C 0.728 -0.085 0.537
O -0.011 -0.303 -0.452
Cr -0.259 -1.322 -2.127
H -0.699 0.943 0.722
*
```

- Gap between HOMO and LUMO (alpha / beta): 0.280 / 0.389 Eh
- HOMO (alpha / beta): -21.926 / -23.485 eV

[2]
Below is C17H29N5O7 in the gas phase, with properties calculated with ωB97M-V with the def2-TZVPD basis set.

```
! RIJCOSX wB97M-V def2-TZVPD def2/J DEFGRID3
* xyz 0 1
C -3.668 5.071 -5.002
O -3.106 4.470 -3.849
C -4.076 3.763 -3.103
C -3.407 2.955 -2.021
O -2.649 3.837 -1.205
C -2.351 3.364 0.071
C -1.343 2.213 0.136
O -1.105 1.466 -0.794
N -0.782 2.079 1.366
C 0.106 1.004 1.744
C 1.577 1.430 1.840
O 1.712 2.623 2.597
C 1.401 2.508 3.969
C 2.435 0.271 2.359
C 2.728 -0.563 1.117
N 2.681 0.416 0.035
C 3.054 0.047 -1.214
O 3.415 -1.096 -1.451
C 3.016 1.107 -2.291
C 1.726 1.045 -3.106
C 1.842 1.961 -4.317
N 0.617 2.029 -5.087
C -0.433 2.891 -4.936
O -0.364 3.843 -4.007
N -1.382 2.650 -5.779
N -0.979 1.529 -6.522
C 0.187 1.207 -6.083
O 0.976 0.207 -6.505
C 2.170 1.713 0.457
H -2.878 5.626 -5.502
H -4.060 4.312 -5.685
H -4.471 5.762 -4.726
H -4.785 4.477 -2.666
H -4.627 3.076 -3.756
H -4.187 2.463 -1.424
H -2.766 2.182 -2.446
H -1.958 4.212 0.635
H -3.261 3.016 0.584
H -0.955 2.799 2.046
H -0.218 0.597 2.705
H 0.002 0.210 1.005
H 1.573 3.487 4.411
H 0.356 2.227 4.142
H 2.041 1.778 4.473
H 3.357 0.687 2.770
H 1.945 -0.312 3.139
H 3.704 -1.046 1.151
H 1.987 -1.349 0.952
H 3.154 2.104 -1.868
H 3.866 0.900 -2.943
H 1.556 0.017 -3.433
H 0.860 1.347 -2.511
H 2.076 2.977 -3.996
H 2.636 1.629 -4.985
H -1.265 4.235 -3.890
H 0.496 -0.248 -7.210
H 1.419 2.094 -0.236
H 2.967 2.453 0.570
*
```

- SMILES string: COCCOCC(=O)NC[C@@]1(OC)CCN(C(=O)CCCn2c(O)nnc2O)C1
- Gap between HOMO and LUMO: 0.315 Eh
- HOMO: -8.199 eV

[3]
Below is a molecular structure, C40H46BrFeN8O8P2Sb, with properties calculated with ωB97M-V with the def2-TZVPD basis set.

```
! RIJCOSX wB97M-V def2-TZVPD def2/J DEFGRID3
* xyz 0 5
Fe -0.424 -2.148 -1.542
O 3.809 -2.079 2.301
C 3.602 -3.348 1.848
C 4.383 -4.343 2.430
C 4.214 -5.670 2.067
C 3.264 -6.018 1.110
C 2.502 -5.019 0.514
C 2.663 -3.676 0.861
C 1.729 -2.665 0.205
O 1.213 -3.104 -0.996
N 2.461 -1.373 0.007
N 1.708 -0.610 -0.822
C 2.288 0.163 -1.637
C 1.549 0.865 -2.689
Br -0.032 -0.026 -3.245
C 1.899 1.953 -3.345
C 2.989 2.887 -2.988
C 3.499 3.027 -1.693
C 4.476 3.973 -1.416
C 4.955 4.805 -2.420
C 4.445 4.687 -3.709
C 3.469 3.741 -3.984
H 3.156 -1.476 1.906
H 5.109 -4.052 3.186
H 4.820 -6.435 2.544
H 3.113 -7.059 0.836
H 1.751 -5.248 -0.237
H 0.945 -2.415 0.922
H 3.411 -1.509 -0.315
H 3.373 0.258 -1.653
H 1.311 2.233 -4.216
H 3.101 2.427 -0.883
H 4.857 4.071 -0.403
H 5.711 5.549 -2.198
H 4.802 5.342 -4.498
H 3.065 3.654 -4.990
N -3.855 -1.634 1.029
C -3.628 -3.022 0.387
C -4.641 -4.051 0.856
P -1.836 -3.397 0.663
O -1.780 -4.230 2.042
O -1.284 -4.183 -0.469
O -1.289 -2.010 0.918
P -3.670 -2.676 -1.451
O -5.068 -1.822 -1.451
O -3.822 -3.884 -2.284
O -2.557 -1.664 -1.629
H -4.191 -1.701 1.984
H -4.501 -1.078 0.472
H -2.914 -1.184 1.032
H -4.530 -4.260 1.923
H -4.474 -4.981 0.308
H -5.663 -3.721 0.649
H -1.307 -5.077 1.900
H -5.613 -2.121 -2.204
N 2.246 -5.083 -3.932
N 0.954 -4.679 -3.654
N -0.008 -5.544 -3.385
C -1.038 -4.732 -3.208
N -0.690 -3.439 -3.390
N 0.618 -3.441 -3.693
H 2.437 -5.895 -3.369
H 2.854 -4.311 -3.703
H -2.041 -5.041 -2.938
C -2.857 4.645 0.939
C -3.040 3.682 2.094
C -3.808 4.133 3.178
C -4.048 3.351 4.299
C -3.513 2.074 4.366
C -2.757 1.605 3.299
C -2.498 2.378 2.155
Sb -1.309 1.154 0.770
C -0.927 2.607 -0.778
C 0.255 3.336 -0.898
C 0.418 4.286 -1.902
C -0.593 4.473 -2.832
C -1.746 3.693 -2.767
C -1.936 2.763 -1.748
C -3.215 1.950 -1.708
C 0.357 1.186 2.144
C 0.638 -0.089 2.664
C 1.608 -0.276 3.640
C 2.339 0.816 4.094
C 2.053 2.082 3.601
C 1.049 2.296 2.652
C 0.713 3.730 2.295
H -3.298 5.612 1.186
H -3.337 4.281 0.029
H -1.805 4.805 0.700
H -4.228 5.135 3.133
H -4.649 3.740 5.116
H -3.677 1.450 5.238
H -2.327 0.606 3.371
H 1.072 3.158 -0.210
H 1.334 4.865 -1.962
H -0.485 5.215 -3.617
H -2.521 3.818 -3.519
H -3.888 2.254 -2.512
H -3.748 2.090 -0.759
H -3.012 0.880 -1.822
H 0.083 -0.953 2.302
H 1.800 -1.267 4.033
H 3.112 0.685 4.846
H 2.607 2.940 3.973
H 0.564 4.310 3.207
H -0.198 3.796 1.708
H 1.524 4.206 1.738
*
```

- Gap between HOMO and LUMO (alpha / beta): 0.292 / 0.291 Eh
- HOMO (alpha / beta): -8.043 / -8.050 eV

Energy, respectively: -33544.429, -39882.502, -200076.058 eV.
Energy above the lowest of the compared OMol25 structures with the same formula, charge and spin, respectively: 0.000, 0.629, 0.956 eV.